Entry 1:
Entry from the Open Molecules 2025 dataset: a cluster of 2 separate species, C2H3NO3S in total in a non-equilibrium geometry (the ωB97M-V functional and the def2-TZVPD basis).

Geometry as XYZ:
```
10
Properties=species:S:1:pos:R:3:mulliken_charge:R:1
C 0.13485 0.11996 -1.87262 -0.395
C 0.39330 0.46687 0.91678 0.427
N -0.07586 -0.63715 1.49429 -0.115
O 1.08990 1.37885 1.20031 -0.391
O -0.98943 0.96879 -4.05890 -0.498
O -0.21421 -1.00878 2.88375 -0.393
S -0.85437 1.25151 -2.60123 0.358
H 0.63078 -0.61644 -2.32874 0.402
H -0.73129 -1.33825 1.06883 0.259
H 0.61634 -0.58535 3.29751 0.347
```

**Multiplicity**: 1
**E**: -20583.056 eV
**Charge**: 0
**Strongest force on any atom**: 6.313 eV Å⁻¹
**Kohn-Sham gap (spin up / spin down)**: 8.74 / 7.48 eV

=====

Entry 2:
Entry from the Open Molecules 2025 dataset: a cluster of 12 separate species, C72H162N6O12 in total in a non-equilibrium geometry (the ωB97M-V functional and the def2-TZVPD basis).

Geometry as XYZ:
```
252
Properties=species:S:1:pos:R:3:mulliken_charge:R:1
C 4.47258 4.31905 1.34705 -1.255
C 4.33895 3.23013 0.29710 0.585
C 5.18087 2.01876 0.65173 -1.227
O 2.99412 2.73280 0.26580 0.200
H 5.49970 4.60395 1.57488 0.512
H 4.01259 3.98618 2.28213 -0.116
H 3.90602 5.22047 1.09653 0.420
H 4.59338 3.73479 -0.63787 0.164
H 4.80903 1.15172 0.09604 0.016
H 5.15441 1.69889 1.69605 0.332
H 6.25155 2.02948 0.43610 0.651
H 2.42964 3.48137 0.00806 -0.361
C 3.94857 -0.96189 2.53842 -0.187
C 3.12560 -1.21227 3.80378 0.227
C 3.36298 -0.11007 4.87344 -1.211
O 1.74619 -1.25128 3.46038 1.083
H 3.74482 -1.72786 1.79285 -0.082
H 5.01830 -0.86185 2.73580 0.673
H 3.70612 0.02993 2.14599 -0.638
H 3.42532 -2.14373 4.28190 0.643
H 2.99027 -0.39088 5.85716 0.258
H 2.87875 0.83269 4.61507 -0.134
H 4.44183 0.03327 4.96912 0.522
H 1.56845 -0.48665 2.88892 -1.256
C 0.30259 -4.26433 1.96996 0.099
C -0.62438 -5.15874 2.77484 1.162
C 0.00821 -6.34667 3.47737 -1.751
O -1.36980 -4.37020 3.71720 -0.466
H -0.30008 -3.43369 1.60109 -0.493
H 0.94110 -4.69212 1.20098 0.336
H 0.95265 -3.72897 2.67448 0.003
H -1.37865 -5.55967 2.09013 -0.255
H 0.63287 -6.09328 4.33535 0.328
H 0.64108 -6.85605 2.74301 0.368
H -0.76535 -7.03460 3.81605 0.423
H -0.69211 -3.92917 4.26736 0.345
C -1.75173 -2.24627 6.86821 -1.543
C -0.81641 -1.54846 5.90351 1.304
C 0.01954 -0.43526 6.56187 -0.926
O 0.04235 -2.52623 5.32037 -0.746
H -2.43292 -1.50695 7.29410 0.403
H -1.27296 -2.68279 7.74740 0.358
H -2.27305 -3.04669 6.34454 0.351
H -1.34648 -1.03530 5.09368 -0.276
H 0.42313 0.26023 5.82461 -0.243
H 0.73493 -0.84752 7.26927 0.292
H -0.67845 0.24224 7.07011 0.474
H 0.61459 -2.12680 4.63684 0.308
C -3.52243 -3.79534 0.48841 -0.723
C -3.77097 -5.27218 0.25718 0.975
C -4.71503 -5.83407 1.31053 -1.617
O -4.52525 -5.31265 -0.97306 -0.608
H -2.96129 -3.37000 -0.34602 0.089
H -2.82615 -3.65185 1.32258 0.033
H -4.44143 -3.26595 0.72256 0.565
H -2.92271 -5.96002 0.22666 -0.172
H -4.24160 -5.96314 2.28909 0.278
H -5.00208 -6.86452 1.07163 0.436
H -5.64040 -5.26489 1.38149 0.370
H -4.64627 -6.20519 -1.30742 0.379
C -0.26473 3.90728 -3.04638 -0.903
C -0.20054 4.68980 -1.74543 0.037
C -1.61772 4.93620 -1.21119 -0.569
O 0.62230 3.90874 -0.85417 -0.317
H -0.90019 3.03626 -2.86658 -0.105
H 0.69883 3.60202 -3.44561 0.328
H -0.75492 4.47034 -3.84536 0.487
H 0.27633 5.66318 -1.86671 0.601
H -2.08023 3.96212 -1.05449 -0.169
H -2.23366 5.50269 -1.91112 0.685
H -1.54363 5.55040 -0.31316 -0.082
H 0.19133 3.04388 -0.72811 -0.369
C -1.17022 2.17741 1.65595 -1.194
C -0.98607 0.86001 0.89441 2.294
C -2.07125 0.79268 -0.20828 0.514
C -1.95411 -0.36761 -1.18793 -0.582
C -0.54960 -0.36347 -1.82005 0.012
C 0.58111 -0.27314 -0.79075 2.804
N 0.33973 0.79377 0.22682 0.660
O 1.35214 0.86656 1.20544 3.285
C 0.75409 -1.64000 -0.07289 0.272
C 1.83079 0.16839 -1.56382 -1.016
C -1.27807 -0.31089 1.87532 -0.859
H -1.00576 3.01127 0.97170 -0.261
H -0.41042 2.30294 2.42646 -0.320
H -2.17046 2.17589 2.06089 0.153
H -3.06856 0.71354 0.23626 -0.340
H -2.06048 1.75833 -0.72495 -0.481
H -2.71718 -0.36991 -1.96602 1.108
H -2.10510 -1.32209 -0.67560 -0.887
H -0.50756 0.43559 -2.56071 -1.077
H -0.48653 -1.29013 -2.39688 -0.030
H 1.75878 -2.01725 -0.29455 -0.283
H 0.82076 -1.50273 1.00419 -0.604
H 0.00812 -2.38716 -0.32580 -0.267
H 1.97201 -0.44841 -2.45226 0.188
H 1.84483 1.23905 -1.76935 -0.188
H 2.73276 0.05451 -0.95083 -0.278
H -2.18127 -0.12307 2.46002 0.325
H -0.45489 -0.39517 2.58601 -0.169
H -1.42944 -1.23756 1.32831 -0.635
H 1.88577 1.60046 0.83878 -1.021
C 7.57437 -0.58611 -0.86167 -1.368
C 7.45793 -1.99906 -1.44039 1.972
C 6.35771 -2.77232 -0.65593 -2.408
C 4.94941 -2.33542 -0.95067 1.743
C 4.70024 -2.61331 -2.43354 -0.118
C 5.70559 -1.87041 -3.34639 1.559
N 7.08568 -2.02169 -2.85854 0.195
O 8.00317 -1.27910 -3.67426 -0.494
C 5.61476 -2.56525 -4.70803 -1.716
C 5.24553 -0.38722 -3.42753 -1.278
C 8.73350 -2.80172 -1.20467 -1.913
H 6.64675 -0.03283 -1.01631 -0.043
H 8.32058 0.03917 -1.35364 0.396
H 7.72727 -0.60568 0.21851 0.396
H 6.42683 -3.84459 -0.85867 0.401
H 6.49050 -2.71440 0.43060 0.550
H 4.69694 -1.29777 -0.72297 -1.228
H 4.18229 -2.94145 -0.45837 0.275
H 3.77194 -2.09198 -2.68653 -0.850
H 4.63928 -3.66958 -2.68022 0.284
H 5.42926 -3.63680 -4.63565 0.423
H 4.69389 -2.21488 -5.19137 0.263
H 6.41681 -2.40028 -5.42562 0.358
H 4.30853 -0.30231 -3.97467 0.393
H 5.15586 0.02223 -2.42115 0.086
H 6.02020 0.22153 -3.89745 0.421
H 9.50096 -2.44137 -1.89809 0.459
H 8.59715 -3.87083 -1.35343 0.394
H 9.14163 -2.60034 -0.21388 0.355
H 8.61031 -2.00135 -3.87606 0.400
C -0.42321 -5.01947 -1.67847 -0.479
C 0.33402 -6.29093 -2.03639 2.036
C -0.60574 -7.08248 -2.98694 -1.347
C -0.62501 -6.59117 -4.41161 -0.594
C 0.79800 -6.44378 -4.91582 -1.654
C 1.71960 -5.47739 -4.11595 2.319
N 1.60119 -5.93701 -2.73571 0.001
O 2.47821 -5.17513 -1.89948 -0.233
C 3.11707 -5.80292 -4.63171 -1.925
C 1.36406 -4.00156 -4.40034 -1.690
C 0.66115 -7.17850 -0.83516 -1.851
H -1.43283 -5.24210 -1.32849 -0.175
H -0.54305 -4.29899 -2.48604 0.172
H 0.11208 -4.46379 -0.90535 -0.360
H -0.25604 -8.11724 -2.94593 0.440
H -1.62802 -6.99371 -2.61426 0.349
H -1.18518 -5.66938 -4.57554 0.304
H -1.06543 -7.33689 -5.07921 0.443
H 0.65919 -5.96661 -5.89677 0.449
H 1.32407 -7.36067 -5.18341 0.444
H 3.91363 -5.13269 -4.30860 0.059
H 3.40281 -6.82989 -4.38488 0.464
H 3.17556 -5.83239 -5.72424 0.505
H 1.70696 -3.56957 -5.33993 0.599
H 0.29765 -3.82565 -4.26993 0.316
H 1.90177 -3.43737 -3.63000 -0.009
H 1.35486 -7.97627 -1.10440 0.523
H -0.23942 -7.63867 -0.42604 0.371
H 1.15209 -6.62074 -0.03637 0.213
H 3.27913 -5.71123 -1.92582 0.324
C -5.14255 1.05971 3.87152 -2.046
C -6.14567 1.86169 3.05048 1.728
C -6.51341 3.16124 3.84144 -1.075
C -7.17127 4.29444 3.06031 -0.808
C -6.32354 4.59873 1.85165 -1.080
C -5.92423 3.42024 0.98918 1.693
N -5.57647 2.20966 1.75675 0.925
O -5.31618 1.06754 0.97382 -0.696
C -7.10220 3.07116 0.05875 -1.905
C -4.69708 3.77672 0.11795 -1.316
C -7.45551 1.05109 2.91361 -1.867
H -4.18539 1.58396 3.76445 0.167
H -5.02942 0.02133 3.56773 0.410
H -5.36268 1.15496 4.93722 0.451
H -7.12361 2.79618 4.66738 0.463
H -5.54672 3.55439 4.17339 0.211
H -7.18181 5.11941 3.78088 0.425
H -8.24588 4.17845 2.89485 0.396
H -5.38804 5.05527 2.19576 0.220
H -6.83376 5.37856 1.28133 0.458
H -7.00591 2.24769 -0.64637 0.271
H -8.01193 2.96414 0.65479 0.396
H -7.28418 3.94559 -0.57807 0.464
H -4.92349 4.59394 -0.56511 0.486
H -3.95062 4.11364 0.84543 0.001
H -4.23950 2.92658 -0.38432 0.044
H -8.31438 1.64094 2.58176 0.347
H -7.68871 0.61017 3.88377 0.505
H -7.38369 0.28226 2.14176 0.282
H -4.35819 1.01761 1.00964 0.190
C -0.86893 -0.06803 -7.15845 -1.827
C -0.79755 0.96499 -6.01194 1.399
C -0.50593 2.35278 -6.65546 -1.062
C -1.77190 2.96610 -7.28259 -0.812
C -2.79819 3.15619 -6.14646 -1.150
C -3.18005 1.79736 -5.57074 1.620
N -1.99499 1.06988 -5.17635 1.257
O -2.31932 -0.16121 -4.55585 -0.232
C -3.97975 2.12791 -4.29099 -2.175
C -4.12953 1.04029 -6.55739 -1.829
C 0.43415 0.68160 -5.13394 -1.368
H -1.09829 -1.05364 -6.74930 0.411
H 0.13206 -0.15470 -7.59046 0.438
H -1.44516 0.29217 -8.00848 0.312
H -0.17909 3.04934 -5.87748 0.165
H 0.29844 2.35443 -7.39197 0.501
H -2.22250 2.23579 -7.95443 0.250
H -1.56987 3.95404 -7.69302 0.522
H -3.67505 3.71655 -6.48095 0.525
H -2.41451 3.85121 -5.39435 0.051
H -3.39893 2.82833 -3.69645 0.193
H -4.95304 2.53936 -4.57238 0.516
H -4.26811 1.21922 -3.76064 0.461
H -4.57917 1.75856 -7.24831 0.370
H -3.63827 0.27542 -7.16312 0.344
H -5.01555 0.55179 -6.14454 0.405
H 0.42445 -0.35650 -4.79493 0.083
H 0.50617 1.40653 -4.33058 -0.240
H 1.35014 0.77882 -5.72252 0.733
H -2.42907 -0.72206 -5.34514 0.278
C -1.51702 6.19604 2.90037 -1.914
C -0.52081 6.23361 4.08472 1.698
C -1.30207 5.68037 5.28458 -1.081
C -0.39867 5.14411 6.38336 -0.990
C 0.46380 4.01546 5.79182 -1.318
C 1.34613 4.48720 4.62550 2.005
N 0.56050 5.30939 3.69181 1.166
O 1.23561 5.69677 2.53160 -0.459
C 2.60419 5.19689 5.10863 -1.636
C 1.76861 3.23774 3.84906 -1.749
C 0.06476 7.60721 4.32352 -1.806
H -2.42088 6.75897 3.14201 0.432
H -1.75274 5.15338 2.68750 0.171
H -1.07898 6.62371 1.99688 0.403
H -1.97247 6.43669 5.70149 0.510
H -1.97805 4.88612 4.95493 0.151
H -0.94808 4.68801 7.21018 0.493
H 0.21589 5.93270 6.82552 0.369
H -0.22660 3.19734 5.57934 0.178
H 1.13978 3.66331 6.57481 0.512
H 3.33717 5.17386 4.29935 0.275
H 2.52362 6.24526 5.40019 0.250
H 3.03484 4.71329 5.98938 0.419
H 1.10379 2.37441 3.90034 -0.431
H 2.03528 3.40865 2.80539 0.042
H 2.70524 2.82153 4.24362 0.807
H 0.84293 7.66160 5.08630 0.336
H -0.67832 8.30491 4.72842 0.410
H 0.45461 8.01488 3.39161 0.326
H 0.85505 5.16140 1.82067 0.201
```

**Multiplicity**: 1
**SMILES**: CC1(C)CCCC(C)(C)N1O.CC1(C)CCCC(C)(C)N1O.CC1(C)CCCC(C)(C)N1O.CC1(C)CCCC(C)(C)N1O.CC1(C)CCCC(C)(C)N1O.CC1(C)CCCC(C)(C)N1O.CC(C)O.CC(C)O.CC(C)O.CC(C)O.CC(C)O.CC(C)O
**E**: -110795.157 eV
**Charge**: 0
**Strongest force on any atom**: 3.040 eV Å⁻¹
**Kohn-Sham gap**: 8.38 eV

=====

In order of appearance, ΔE to the lowest compared entry with this formula, charge and spin = 689.91 0.00 kJ/mol.